# 1
2 unconnected molecules or ions with the total composition C6H12NO at a distorted geometry, computed with wB97M-V/def2-TZVPD.

Geometry as XYZ:
```
20
Properties=species:S:1:pos:R:3
C -2.096 -1.667 -0.904
O -3.120 -0.959 -0.982
C -0.801 -0.534 0.251
C -0.554 0.602 -0.788
C 0.491 0.466 0.363
C 1.893 0.337 0.103
C 2.926 1.434 0.254
N -1.654 -0.162 1.330
H -1.419 -1.723 -1.766
H -2.176 -2.698 -0.493
H -0.229 -1.463 0.377
H -0.138 0.177 -1.689
H -1.191 1.470 -0.927
H 0.161 0.999 1.260
H 2.358 -0.513 -0.399
H 2.735 2.437 -0.237
H 3.177 1.715 1.297
H 3.869 1.076 -0.174
H -2.634 -0.157 1.041
H -1.598 -0.837 2.083
```

<S²> = 0.757
Max |F| = 0.0876 Eh/bohr
E_LUMO (spin up / spin down) = 0.4295 / 0.1559 eV
M = 114.17 u
Highest occupied orbital energy (spin up / spin down) = -0.26858 / -0.32930 Eh
Energy relative to the best compared isomer or geometry (same formula, charge and spin) = 78.31 kcal/mol
2S+1 = 2

Atom charges from the Mulliken analysis, given in e for atoms 1 to 6: atom 1 (C): -0.224, atom 2 (O): -0.570, atom 3 (C): -0.079, atom 4 (C): -0.700, atom 5 (C): 0.204, atom 6 (C): -0.693

=====

# 2
A molecular structure, CoI, computed with wB97M-V/def2-TZVPD.

Geometry as XYZ:
```
2
Properties=species:S:1:pos:R:3
Co -0.503 1.207 0.136
I 0.503 -1.207 -0.136
```

<S²> = 6.022
Max |F| = 0.0169 Eh/bohr
E_LUMO (spin up / spin down) = -12.0284 / -15.5141 eV
M = 185.84 u
Highest occupied orbital energy (spin up / spin down) = -0.86818 / -0.81295 Eh
Energy relative to the best compared isomer or geometry (same formula, charge and spin) = 1.73 kcal/mol
Net charge = +2
2S+1 = 5

And the Mulliken charges, in e, turn out to be: atom 1 (Co): 0.984, atom 2 (I): 1.016

=====

# 3
A molecular structure, C13H22ClI2NOPRh at a distorted geometry, computed with wB97M-V/def2-TZVPD.

Geometry as XYZ:
```
42
Properties=species:S:1:pos:R:3
I 5.400 -1.763 -1.576
I 2.535 -4.571 -1.263
Rh 0.744 0.069 -0.415
P 1.435 -0.695 -2.529
C 2.857 -1.714 -2.919
C 0.105 -1.497 -3.450
H 0.868 1.420 -3.529
H 1.914 0.366 -4.585
H 2.625 1.289 -3.202
C 1.715 0.750 -3.589
H -0.763 -0.837 -3.459
H 0.487 -1.678 -4.476
H 3.158 -1.693 -3.989
H 2.704 -2.805 -2.557
H -0.121 -2.471 -2.944
H 3.746 -1.271 -2.292
C 2.118 -0.927 0.250
O 2.771 -1.618 0.931
Cl -0.644 1.733 -1.597
C -2.089 2.376 1.371
N -2.860 1.104 1.302
C -3.899 1.149 0.217
C -1.989 -0.132 1.228
C -0.869 -0.022 2.188
C -1.106 -0.123 3.597
C -0.063 0.085 4.490
C 1.181 0.421 4.000
C 1.458 0.518 2.624
C 0.444 0.252 1.690
H -1.509 2.419 0.455
H -1.448 2.409 2.233
H -2.816 3.209 1.354
H -3.413 1.043 2.234
H -3.389 1.143 -0.721
H -4.538 0.241 0.345
H -4.497 2.041 0.350
H -2.679 -0.965 1.548
H -1.683 -0.254 0.202
H -2.089 -0.356 3.917
H -0.267 0.004 5.594
H 2.020 0.529 4.697
H 2.444 0.820 2.273
```

<S²> = 6.020
Max |F| = 0.0977 Eh/bohr
E_LUMO (spin up / spin down) = -6.0876 / -11.4490 eV
M = 631.47 u
Highest occupied orbital energy (spin up / spin down) = -0.52451 / -0.52198 Eh
Energy relative to the best compared isomer or geometry (same formula, charge and spin) = 78.48 kcal/mol
Net charge = +2
2S+1 = 5

Atom charges from the Mulliken analysis, given in e for atoms 1 to 6: atom 1 (I): 0.469, atom 2 (I): 0.307, atom 3 (Rh): -0.623, atom 4 (P): 1.021, atom 5 (C): 0.074, atom 6 (C): -1.222

=====

# 4
A molecular structure, C37H49MnN4O5PSSi at a distorted geometry, computed with wB97M-V/def2-TZVPD.

Geometry as XYZ:
```
99
Properties=species:S:1:pos:R:3
Mn 0.975 0.840 0.504
C 0.163 1.725 4.037
C -0.868 1.782 2.906
C -1.726 3.027 3.147
C -2.101 3.868 2.156
C -1.557 3.699 0.858
C -0.626 2.660 0.608
N -0.221 1.824 1.595
N -0.076 2.412 -0.557
Si -0.376 3.130 -2.128
C -0.064 4.952 -2.085
C 1.076 2.585 -3.313
C -1.972 2.413 -2.675
H 0.395 2.737 4.323
H 1.058 1.256 3.619
H -0.162 1.200 4.956
H -1.957 3.198 4.161
H -2.633 4.799 2.376
H -1.978 4.224 0.033
H 0.019 5.561 -3.020
H 0.893 5.103 -1.491
H -0.799 5.557 -1.414
H 1.164 1.461 -3.290
H 2.034 3.077 -3.022
H 0.806 2.962 -4.327
H -2.990 2.796 -2.303
H -1.924 1.336 -2.318
H -2.068 2.375 -3.766
C 5.007 0.935 -0.177
C 4.583 2.221 0.466
C 3.789 3.122 -0.525
C 3.688 2.078 1.723
C 4.437 1.839 3.016
O 4.246 0.437 3.316
C 3.210 -0.008 2.485
N 2.783 0.933 1.684
C 2.853 -1.437 2.615
C 3.822 -2.281 3.284
C 3.721 -3.664 3.253
C 2.471 -4.263 2.994
C 1.431 -3.444 2.592
C 1.615 -2.074 2.355
P 0.184 -1.199 1.756
C -0.710 -2.320 0.631
C -0.004 -3.003 -0.357
C -0.666 -3.564 -1.483
C -2.066 -3.543 -1.528
C -2.740 -3.142 -0.362
C -2.099 -2.467 0.693
C -0.952 -0.896 3.008
C -1.220 -1.841 3.966
C -2.168 -1.684 4.979
C -2.958 -0.522 5.068
C -2.741 0.476 4.149
C -1.737 0.391 3.038
H 5.543 1.216 -1.146
H 4.095 0.341 -0.491
H 5.635 0.312 0.430
H 5.526 2.706 0.829
H 2.781 2.818 -0.617
H 4.232 3.174 -1.476
H 3.888 4.167 -0.185
H 3.074 3.023 1.715
H 4.054 2.455 3.837
H 5.521 2.013 2.904
H 4.700 -1.869 3.669
H 4.568 -4.190 3.620
H 2.263 -5.271 3.094
H 0.434 -3.823 2.481
H 1.052 -3.169 -0.284
H -0.070 -3.859 -2.347
H -2.641 -4.016 -2.311
H -3.864 -3.387 -0.317
H -2.671 -2.212 1.584
H -0.605 -2.715 4.003
H -2.325 -2.523 5.648
H -3.716 -0.440 5.864
H -3.332 1.369 4.159
H -2.386 0.393 2.123
C -5.934 -2.835 -5.065
C -4.646 -2.075 -4.435
S -3.567 -1.553 -5.856
O -3.055 -0.207 -5.567
C -2.066 -2.640 -5.795
C -0.974 -2.146 -4.917
H -6.443 -3.374 -4.208
H -5.594 -3.563 -5.819
H -6.512 -2.094 -5.568
H -4.035 -2.770 -3.876
H -4.834 -1.154 -3.906
H -1.782 -2.729 -6.855
H -2.519 -3.626 -5.511
H -1.388 -1.296 -4.337
H -0.142 -1.665 -5.494
H -0.569 -2.919 -4.215
O 2.256 -0.610 -0.857
N 1.456 -0.887 -1.946
O 2.037 -1.481 -2.890
O 0.297 -0.527 -1.877
```

<S²> = 8.942
Max |F| = 0.0819 Eh/bohr
E_LUMO (spin up / spin down) = -1.6008 / -1.1723 eV
M = 775.89 u
Highest occupied orbital energy (spin up / spin down) = -0.21539 / -0.21746 Eh
Energy relative to the best compared isomer or geometry (same formula, charge and spin) = 87.70 kcal/mol
2S+1 = 6

Atom charges from the Mulliken analysis, given in e for atoms 1 to 6: atom 1 (Mn): -0.400, atom 2 (C): -1.599, atom 3 (C): 1.090, atom 4 (C): -1.494, atom 5 (C): -1.088, atom 6 (C): -1.185

=====

# 5
A molecular structure, C20H14ClCoO7P at a distorted geometry, computed with wB97M-V/def2-TZVPD.

Geometry as XYZ:
```
44
Properties=species:S:1:pos:R:3
Co 1.740 2.160 0.233
O 1.300 1.871 4.210
C 0.995 1.491 3.101
O 1.254 2.118 2.011
C 0.204 0.191 2.949
C -0.239 -0.404 4.129
C -1.023 -1.539 4.097
C -1.374 -2.101 2.879
C -0.916 -1.537 1.705
C -0.119 -0.392 1.724
P 0.382 0.269 0.089
C -1.254 0.541 -0.646
C -1.882 1.740 -0.313
C -3.145 2.016 -0.801
C -3.787 1.096 -1.615
C -3.160 -0.094 -1.951
C -1.890 -0.375 -1.478
C 1.145 -1.139 -0.748
C 1.833 -2.096 -0.004
C 2.456 -3.151 -0.646
C 2.411 -3.245 -2.029
C 1.776 -2.262 -2.773
C 1.162 -1.196 -2.142
H 0.037 0.047 5.069
H -1.365 -1.986 5.016
H -1.998 -2.981 2.842
H -1.183 -1.984 0.755
H -1.368 2.462 0.311
H -3.621 2.954 -0.564
H -4.771 1.310 -2.003
H -3.654 -0.807 -2.595
H -1.397 -1.294 -1.765
H 1.878 -2.016 1.074
H 2.986 -3.895 -0.069
H 2.894 -4.072 -2.530
H 1.772 -2.317 -3.852
H 0.711 -0.395 -2.707
O 1.413 4.021 -3.046
Cl 0.599 3.380 -2.107
O -0.767 3.557 -2.368
O 0.921 1.969 -2.065
O 0.901 3.868 -0.771
O 4.632 2.101 -0.392
C 3.508 2.115 -0.216
```

<S²> = 3.772
Max |F| = 0.0813 Eh/bohr
E_LUMO (spin up / spin down) = -0.2802 / -1.5910 eV
M = 491.69 u
Highest occupied orbital energy (spin up / spin down) = -0.33120 / -0.35045 Eh
2S+1 = 4

Atom charges from the Mulliken analysis, given in e for atoms 1 to 6: atom 1 (Co): 0.630, atom 2 (O): -0.691, atom 3 (C): 0.061, atom 4 (O): -0.686, atom 5 (C): 0.621, atom 6 (C): -0.662

=====

# 6
A molecular structure, C16H29Br9F3N3O5 at a distorted geometry, computed with wB97M-V/def2-TZVPD.

Geometry as XYZ:
```
65
Properties=species:S:1:pos:R:3
C -26.907 -4.508 -10.958
C -25.826 -5.511 -11.399
O -26.128 -6.304 -12.289
N -24.700 -5.566 -10.669
C -23.595 -6.433 -10.967
H -26.813 -3.637 -11.607
H -26.720 -4.088 -9.969
H -27.921 -4.906 -10.988
H -24.586 -4.888 -9.929
H -23.457 -6.562 -12.040
H -23.781 -7.425 -10.555
H -22.715 -5.992 -10.498
C -29.205 -4.975 -15.801
C -30.623 -4.936 -15.402
O -31.515 -4.663 -16.220
N -30.845 -5.294 -14.165
C -32.223 -5.531 -13.704
H -28.576 -4.820 -14.924
H -29.103 -4.154 -16.511
H -29.022 -5.893 -16.359
H -30.111 -5.371 -13.476
H -32.572 -6.460 -14.154
H -32.835 -4.695 -14.042
H -32.232 -5.715 -12.630
C -36.217 -2.118 -16.787
C -36.632 -0.674 -16.774
O -36.775 -0.069 -17.807
N -36.969 -0.042 -15.637
C -36.973 -0.549 -14.308
H -36.798 -2.710 -16.080
H -35.155 -2.196 -16.555
H -36.374 -2.593 -17.755
H -37.310 0.908 -15.683
H -36.542 0.037 -13.496
H -36.608 -1.566 -14.165
H -37.993 -0.744 -13.977
C -31.131 0.172 -19.831
C -31.018 -0.929 -18.700
O -29.826 -0.744 -17.927
C -29.807 0.152 -16.895
O -30.754 0.914 -16.623
C -28.410 0.314 -16.198
F -27.703 -0.723 -16.513
F -27.756 1.377 -16.623
F -28.526 0.550 -14.885
H -32.100 0.148 -20.328
H -30.352 0.213 -20.592
H -30.929 1.131 -19.354
H -31.080 -1.985 -18.965
H -31.911 -0.886 -18.076
C -27.196 -9.512 -20.567
Br -27.976 -7.709 -20.536
Br -25.197 -9.497 -20.193
Br -27.660 -10.603 -22.151
H -27.636 -9.938 -19.665
C -23.679 -5.022 -16.560
Br -22.422 -6.293 -17.464
Br -24.342 -3.860 -18.001
Br -22.823 -3.880 -15.192
H -24.570 -5.464 -16.115
C -31.458 -1.024 -10.220
Br -31.778 -1.063 -12.190
Br -29.889 -0.019 -9.745
Br -31.609 -2.956 -9.595
H -32.278 -0.372 -9.920
```

Max |F| = 0.0822 Eh/bohr
E_LUMO = -0.7515 eV
M = 1119.55 u
Highest occupied orbital energy = -0.34459 Eh
Energy relative to the best compared isomer or geometry (same formula, charge and spin) = 9.35 kcal/mol

Atom charges from the Mulliken analysis, given in e for atoms 1 to 6: atom 1 (C): -0.950, atom 2 (C): 0.706, atom 3 (O): -0.651, atom 4 (N): -0.171, atom 5 (C): -0.842, atom 6 (H): 0.249

=====

What is the formula in the third record?
C13H22ClI2NOPRh

=====

What is the formula in the third record?
C13H22ClI2NOPRh